The following is a DFT calculation (the ωB97M-V functional and the def2-TZVPD basis) of 2 unconnected molecules or ions with the total composition C11H13NOS.

Structure (XYZ):
```
27
C11H13NOS, DFT the ωB97M-V functional and the def2-TZVPD basis
O -1.129 0.842 -3.652
C -0.783 -0.056 -3.003
N -0.560 -0.969 -2.276
C 0.293 -1.471 -1.316
C 0.007 -2.729 -0.777
C 0.911 -3.281 0.101
C 2.024 -2.548 0.513
C 2.140 -1.187 0.160
C 1.252 -0.662 -0.769
H -0.892 -3.381 -1.129
H 0.843 -4.165 0.592
H 2.635 -3.170 1.201
H 2.846 -0.396 0.410
H 1.293 0.456 -1.112
C -1.824 0.626 1.348
C -0.790 1.549 0.783
C 0.307 1.766 1.787
C -1.092 2.289 -0.284
S 0.046 3.474 -0.868
H -2.357 1.083 2.122
H -1.525 -0.343 1.857
H -2.576 0.502 0.699
H 0.707 0.719 2.025
H -0.163 2.268 2.593
H 1.104 2.524 1.649
H -1.980 2.233 -0.851
H -0.739 4.027 -1.803
```

Results
relative energy (zero: lowest compared OMol25 entry of this formula, charge and spin): 2.322 eV
E: -955.0663 hartree
maximum force: 0.07914 hartree/bohr
HOMO level: -8.14 eV
structure (SMILES): O=C=Nc1ccccc1.CC(C)=CS

---

The following is a DFT calculation (the ωB97M-V functional and the def2-TZVPD basis) of a molecular structure, C18H28N5OPbS2.

Structure (XYZ):
```
55
C18H28N5OPbS2, DFT the ωB97M-V functional and the def2-TZVPD basis
Pb 8.675 8.098 9.486
C 8.754 10.066 12.860
C 10.060 9.196 12.757
N 10.052 7.982 11.937
C 9.746 6.766 12.722
C 9.500 5.527 11.803
N 8.345 5.704 10.836
C 7.065 5.763 11.530
C 5.898 5.359 10.743
C 5.693 6.108 9.430
N 6.093 7.545 9.435
C 5.312 8.434 10.326
C 5.932 9.814 10.305
N 7.319 9.811 10.795
C 7.433 9.681 12.254
H 9.016 11.100 12.470
H 8.570 10.286 13.908
H 10.257 9.002 13.814
H 10.862 9.782 12.295
H 10.984 7.979 11.504
H 8.832 6.873 13.342
H 10.549 6.527 13.465
H 9.407 4.669 12.443
H 10.334 5.308 11.140
H 8.401 4.936 10.139
H 6.884 6.790 11.972
H 7.142 5.126 12.442
H 5.107 5.504 11.451
H 5.935 4.289 10.530
H 4.663 6.093 9.073
H 6.352 5.693 8.605
H 5.977 7.941 8.492
H 5.314 8.052 11.328
H 4.282 8.597 10.007
H 5.379 10.503 10.921
H 5.958 10.160 9.295
H 8.003 10.491 10.405
H 7.107 8.669 12.607
H 6.669 10.370 12.680
S 10.434 10.640 9.422
C 9.196 10.883 8.268
N 8.490 9.923 7.727
C 7.587 10.350 6.775
C 6.748 9.470 6.033
C 5.723 10.052 5.336
C 5.613 11.448 5.278
C 6.469 12.302 5.872
C 7.528 11.737 6.585
S 8.728 12.485 7.564
H 6.946 8.398 6.113
H 4.984 9.489 4.761
H 4.826 11.873 4.700
H 6.444 13.347 5.763
O 11.676 7.024 6.297
C 10.793 7.539 6.804
```

Results
relative energy (zero: lowest compared OMol25 entry of this formula, charge and spin): 0.000 eV
E: -2040.7446 hartree
maximum force: 0.04745 hartree/bohr
net charge: +1
HOMO level: -10.29 eV

---

The following is a DFT calculation (the ωB97M-V functional and the def2-TZVPD basis) of 2 unconnected molecules or ions with the total composition C4H13N2O.

Structure (XYZ):
```
20
C4H13N2O, DFT the ωB97M-V functional and the def2-TZVPD basis
N 1.488 0.853 1.763
C 0.855 2.020 1.005
O 0.706 1.750 -0.279
H 2.011 0.366 1.036
H 2.224 1.220 2.368
H -0.096 2.213 1.562
H 1.500 2.921 1.219
C -0.332 -1.059 -1.272
C -1.035 -1.158 0.061
C -1.910 0.046 0.357
N 0.345 -2.333 -1.611
H 0.422 -0.275 -1.203
H -1.018 -0.760 -2.082
H -0.266 -1.261 0.827
H -1.641 -2.080 0.077
H -2.765 0.095 -0.326
H -1.342 0.963 0.213
H -2.286 0.012 1.380
H 0.950 -2.186 -2.409
H -0.325 -3.050 -1.860
```

Results
relative energy (zero: lowest compared OMol25 entry of this formula, charge and spin): 0.619 eV
E: -344.9381 hartree
maximum force: 0.01192 hartree/bohr
net charge: -1
HOMO level: -2.64 eV

---

The following is a DFT calculation (the ωB97M-V functional and the def2-TZVPD basis) of a gas-phase ion, C5H17N4P2 (charge +1).

Structure (XYZ):
```
28
C5H17N4P2, DFT the ωB97M-V functional and the def2-TZVPD basis
C 0.066 -0.526 -3.029
N 0.400 -0.745 -1.579
P 0.788 0.752 -0.827
N 0.877 -0.022 0.765
C 1.805 -1.089 0.878
C 0.995 0.984 1.886
N -0.713 1.410 -0.458
C -0.839 3.073 -0.933
P -1.900 0.843 0.560
N -1.646 -0.746 0.509
C -2.441 -1.819 1.152
H 0.983 -0.360 -3.633
H -0.440 -1.531 -3.388
H -0.818 0.261 -3.159
H 1.210 -1.353 -1.481
H 2.846 -0.616 1.111
H 1.490 -1.661 1.767
H 1.709 -1.743 -0.033
H 0.310 1.700 1.718
H 0.799 0.728 2.947
H 2.009 1.337 2.014
H -0.432 3.659 -0.123
H -0.211 3.183 -1.868
H -1.944 3.117 -1.068
H -0.939 -1.081 -0.241
H -3.087 -1.451 1.970
H -3.149 -2.120 0.285
H -1.893 -2.637 1.542
```

Results
relative energy (zero: lowest compared OMol25 entry of this formula, charge and spin): 3.834 eV
E: -1102.1315 hartree
maximum force: 0.07821 hartree/bohr
net charge: +1
HOMO level: -11.77 eV
structure (SMILES): CNP(N(C)C)N(C)/P=[NH+]/C

---

The following is a DFT calculation (the ωB97M-V functional and the def2-TZVPD basis) of a molecular structure, C28H88N2O20PS2.

Structure (XYZ):
```
141
C28H88N2O20PS2, DFT the ωB97M-V functional and the def2-TZVPD basis
C -0.572 -2.662 -3.629
C -1.134 -3.285 -2.362
O -0.626 -2.664 -1.124
P -1.138 -1.167 -0.999
C -1.837 -0.742 0.603
C -1.745 0.780 0.848
C -0.611 1.241 1.786
S 0.771 0.099 1.901
C 2.196 0.993 1.425
S 3.536 0.106 1.315
N 2.105 2.359 1.178
C 1.831 2.578 -0.275
C 2.324 3.959 -0.646
O 3.734 3.953 -0.687
C 4.319 3.296 0.433
C 3.330 3.083 1.567
N 0.044 -0.107 -1.496
C 1.180 -0.583 -1.429
O 2.234 -1.059 -1.538
H 0.129 -3.307 -4.128
H -1.359 -2.479 -4.343
H -0.068 -1.716 -3.476
H -0.870 -4.326 -2.367
H -2.214 -3.239 -2.391
H -2.174 -1.028 -1.926
H -2.894 -0.967 0.502
H -1.464 -1.351 1.412
H -1.678 1.305 -0.092
H -2.689 1.076 1.288
H -0.215 2.165 1.396
H -1.038 1.492 2.744
H 2.445 1.870 -0.834
H 0.775 2.447 -0.459
H 1.959 4.737 0.017
H 1.964 4.195 -1.639
H 5.128 3.886 0.838
H 4.763 2.371 0.085
H 3.042 4.076 1.882
H 3.814 2.649 2.420
C 7.332 1.087 1.572
O 7.138 2.339 2.226
H 6.554 0.409 1.914
H 7.252 1.208 0.488
H 8.308 0.666 1.824
H 7.827 2.937 1.921
C 5.031 0.671 -3.584
O 5.483 -0.389 -2.731
H 5.894 1.167 -4.017
H 4.406 0.270 -4.389
H 4.455 1.384 -2.987
H 4.693 -0.795 -2.367
C -3.691 -4.309 1.585
O -3.010 -4.964 0.514
H -4.381 -5.009 2.037
H -2.968 -3.980 2.334
H -4.252 -3.448 1.199
H -2.415 -4.320 0.128
C 5.584 -3.409 1.832
O 5.861 -2.582 0.705
H 6.196 -4.302 1.748
H 5.836 -2.892 2.762
H 4.530 -3.699 1.850
H 5.319 -1.795 0.786
C 1.780 2.892 -5.039
O 1.786 2.657 -3.619
H 2.215 3.872 -5.217
H 2.377 2.139 -5.555
H 0.758 2.876 -5.426
H 1.401 1.790 -3.474
C 4.724 7.163 0.669
O 4.425 6.683 1.981
H 4.415 6.401 -0.043
H 4.178 8.087 0.465
H 5.798 7.339 0.562
H 4.697 7.356 2.608
C 7.549 -2.628 -5.156
O 7.111 -1.280 -5.044
H 8.191 -2.703 -6.029
H 8.119 -2.924 -4.270
H 6.698 -3.304 -5.283
H 6.543 -1.220 -4.268
C -6.617 -5.534 3.297
O -6.650 -4.092 3.323
H -6.029 -5.846 2.439
H -6.154 -5.911 4.207
H -7.622 -5.934 3.202
H -7.175 -3.832 4.088
C -9.267 -6.787 0.073
O -8.989 -6.323 1.392
H -9.459 -7.854 0.127
H -10.150 -6.287 -0.336
H -8.412 -6.611 -0.586
H -8.821 -5.379 1.336
C -0.217 5.927 -3.451
O 0.340 4.811 -2.747
H -0.751 6.550 -2.739
H 0.571 6.517 -3.920
H -0.916 5.582 -4.218
H 0.809 4.257 -3.394
C -0.470 8.424 -6.968
O -0.286 8.320 -5.557
H 0.179 7.695 -7.445
H -1.507 8.210 -7.240
H -0.201 9.423 -7.319
H -0.862 8.967 -5.144
C -5.589 0.282 2.157
O -5.223 1.102 1.044
H -5.048 -0.659 2.078
H -5.323 0.768 3.099
H -6.661 0.075 2.146
H -5.708 1.927 1.123
C -3.411 -3.423 5.704
O -3.797 -4.359 4.700
H -2.606 -3.864 6.285
H -3.054 -2.494 5.247
H -4.250 -3.201 6.366
H -4.516 -3.960 4.195
C -4.458 -1.809 -4.805
O -4.154 -2.839 -3.858
H -3.523 -1.472 -5.247
H -5.105 -2.192 -5.594
H -4.945 -0.964 -4.312
H -4.986 -3.131 -3.476
C 9.308 6.081 2.943
O 9.071 5.161 1.878
H 10.169 5.730 3.503
H 9.521 7.077 2.548
H 8.444 6.130 3.609
H 8.310 5.480 1.388
C -3.443 -8.193 5.165
O -4.372 -7.368 4.470
H -3.887 -9.179 5.276
H -2.510 -8.286 4.602
H -3.232 -7.785 6.157
H -3.973 -6.498 4.376
C -8.100 -1.030 5.113
O -8.351 -2.403 5.403
H -7.492 -0.985 4.213
H -9.037 -0.496 4.938
H -7.559 -0.555 5.935
H -8.889 -2.439 6.197
```

Results
E: -3871.1004 hartree
maximum force: 0.05045 hartree/bohr
net charge: +1
HOMO level: -10.94 eV

---

The following is a DFT calculation (the ωB97M-V functional and the def2-TZVPD basis) of 2 unconnected molecules or ions with the total composition C5H11O2.

Structure (XYZ):
```
18
C5H11O2, DFT the ωB97M-V functional and the def2-TZVPD basis
C -1.300 0.185 0.304
O -1.918 -0.457 1.435
C -0.312 -0.883 -0.317
C 0.842 -0.318 -1.205
C 1.997 0.368 -0.552
C 3.256 0.349 -1.060
H -0.538 0.996 0.658
H -2.094 0.479 -0.414
H 0.176 -1.247 0.572
H -0.828 -1.693 -0.921
H 0.335 0.367 -1.909
H 1.177 -1.298 -1.752
H 1.684 0.776 0.382
H 3.572 0.003 -2.070
H 3.992 0.901 -0.645
H -3.784 0.010 2.894
H -2.663 0.605 2.000
O -3.594 0.857 2.602
```

Results
relative energy (zero: lowest compared OMol25 entry of this formula, charge and spin): 3.400 eV
E: -347.5247 hartree
maximum force: 0.07325 hartree/bohr
net charge: -1
HOMO level: -3.35 eV

---

The following is a DFT calculation (the ωB97M-V functional and the def2-TZVPD basis) of 2 unconnected molecules or ions with the total composition C5H9N4O.

Structure (XYZ):
```
19
C5H9N4O, DFT the ωB97M-V functional and the def2-TZVPD basis
C 0.854 1.721 -0.208
C -1.040 -1.007 1.509
C 0.992 -1.552 -0.601
C -1.352 -0.658 0.063
C -0.113 -0.559 -0.795
N 1.778 1.903 0.723
N 0.293 2.822 -0.682
N 1.805 3.225 0.823
N 0.935 3.766 0.000
O -0.392 -0.355 -2.165
H -0.327 -0.297 1.922
H -0.615 -2.008 1.571
H -1.946 -0.981 2.116
H 1.481 -1.400 0.357
H 1.726 -1.411 -1.392
H 0.627 -2.589 -0.650
H -2.025 -1.428 -0.357
H -1.892 0.294 0.018
H -0.788 0.516 -2.251
```

Results
relative energy (zero: lowest compared OMol25 entry of this formula, charge and spin): 2.874 eV
E: -490.0863 hartree
maximum force: 0.06734 hartree/bohr
net charge: -1
HOMO level (spin up / spin down): -4.44 / -4.23 eV

---

The following is a DFT calculation (the ωB97M-V functional and the def2-TZVPD basis) of 2 unconnected molecules or ions with the total composition C2H11N2O.

Structure (XYZ):
```
16
C2H11N2O, DFT the ωB97M-V functional and the def2-TZVPD basis
C 1.850 1.524 1.262
N 0.568 1.209 0.617
H 1.709 1.692 2.323
H 2.475 0.632 1.243
H 2.344 2.349 0.789
H 0.306 1.911 -0.085
H -0.250 1.262 1.228
H 0.459 0.306 0.087
N 0.310 -1.368 -0.559
C -1.170 -1.333 -0.679
O -1.569 0.020 -0.581
H 0.509 -2.137 0.073
H 0.745 -1.680 -1.425
H -1.534 -1.774 -1.608
H -1.542 -1.858 0.203
H -2.150 0.325 -1.287
```

Results
relative energy (zero: lowest compared OMol25 entry of this formula, charge and spin): 0.566 eV
E: -267.3039 hartree
maximum force: 0.03975 hartree/bohr
net charge: +1
HOMO level: -15.05 eV

---

The following is a DFT calculation (the ωB97M-V functional and the def2-TZVPD basis) of C4H5ClN2O in the gas phase.

Structure (XYZ):
```
13
C4H5ClN2O, DFT the ωB97M-V functional and the def2-TZVPD basis
H 0.612 2.846 0.046
N 1.070 1.952 0.038
C 0.130 1.096 0.029
O -1.210 1.396 -0.076
C -1.853 0.192 -0.023
Cl -3.546 0.221 -0.009
C -1.033 -0.815 0.047
N 0.213 -0.271 0.013
C 1.441 -1.011 -0.068
H -1.245 -1.886 0.205
H 1.636 -1.628 0.854
H 2.334 -0.335 -0.201
H 1.451 -1.758 -0.853
```

Results
relative energy (zero: lowest compared OMol25 entry of this formula, charge and spin): 1.232 eV
E: -800.3343 hartree
maximum force: 0.04647 hartree/bohr
HOMO level: -8.01 eV
structure (SMILES): [H]/N=c1\oc(Cl)cn1C

---

The following is a DFT calculation (the ωB97M-V functional and the def2-TZVPD basis) of C5H10O in the gas phase.

Structure (XYZ):
```
16
C5H10O, DFT the ωB97M-V functional and the def2-TZVPD basis
C -1.823 -0.366 -0.831
C -0.637 -0.030 0.050
C 0.686 -0.592 -0.460
C 1.895 -0.184 0.378
C -0.216 2.096 1.139
O -0.527 1.427 0.073
H -2.736 0.094 -0.443
H -1.971 -1.450 -0.877
H -1.656 0.003 -1.848
H -0.807 -0.345 1.089
H 0.592 -1.686 -0.477
H 0.820 -0.270 -1.501
H 2.822 -0.537 -0.084
H 1.842 -0.600 1.391
H 1.968 0.906 0.463
H -0.146 1.338 1.976
```

Results
relative energy (zero: lowest compared OMol25 entry of this formula, charge and spin): 3.085 eV
E: -271.6392 hartree
maximum force: 0.00929 hartree/bohr
HOMO level: -8.45 eV

---

The following is a DFT calculation (the ωB97M-V functional and the def2-TZVPD basis) of 8 unconnected molecules or ions with the total composition C13H40N7O10.

Structure (XYZ):
```
70
C13H40N7O10, DFT the ωB97M-V functional and the def2-TZVPD basis
N -0.660 -0.117 0.037
O -1.719 0.238 0.537
O 0.400 0.481 0.288
O -0.638 -1.160 -0.692
C 2.803 3.197 1.375
O 2.591 3.823 2.652
H 2.348 2.212 1.477
H 2.326 3.680 0.522
H 3.876 3.119 1.202
H 3.298 3.527 3.230
C -0.555 -0.214 -4.208
O -0.313 0.189 -5.325
N -1.687 -0.098 -3.549
N 0.274 -0.979 -3.547
H -1.692 -0.058 -2.539
H -2.287 0.482 -4.117
H 1.076 -1.370 -4.020
H 0.063 -1.120 -2.569
C -1.818 4.052 0.164
O -2.037 5.177 -0.257
N -0.852 3.841 1.013
N -2.444 2.989 -0.171
H -0.670 2.927 1.403
H -0.330 4.639 1.345
H -2.253 2.086 0.239
H -2.915 2.982 -1.064
C -5.016 -1.200 -1.106
O -6.169 -1.234 -1.423
N -4.187 -0.171 -1.316
N -4.317 -2.173 -0.614
H -4.536 0.607 -1.858
H -3.315 -0.192 -0.807
H -3.319 -2.045 -0.524
H -4.751 -3.078 -0.505
C -0.112 2.487 4.945
C -0.385 1.638 3.727
C -0.048 0.107 3.904
O -1.761 1.700 3.364
H 0.913 2.857 4.898
H -0.216 1.888 5.849
H -0.817 3.317 4.994
H 0.261 1.907 2.890
H -0.832 -0.513 4.339
H 0.878 0.052 4.476
H 0.162 -0.324 2.925
H -1.866 1.102 2.620
C -1.421 -4.109 -2.554
C -0.391 -4.489 -1.505
C 1.039 -4.305 -1.747
O -0.728 -3.781 -0.365
H -2.444 -4.159 -2.181
H -1.297 -4.849 -3.344
H -1.229 -3.056 -2.761
H -0.565 -5.542 -1.281
H 1.304 -3.278 -2.000
H 1.400 -4.909 -2.578
H 1.661 -4.630 -0.913
H -0.478 -2.862 -0.490
C 4.741 0.267 0.749
C 4.072 0.211 -0.632
C 3.281 -1.053 -0.798
O 3.184 1.269 -0.757
H 5.507 -0.507 0.773
H 4.021 0.285 1.567
H 5.183 1.257 0.864
H 4.788 0.187 -1.454
H 3.872 -1.912 -0.479
H 2.981 -1.315 -1.813
H 2.387 -0.956 -0.182
H 2.380 0.981 -0.319
```

Results
E: -1654.9600 hartree
maximum force: 0.11863 hartree/bohr
spin multiplicity: 2
net charge: -2
HOMO level (spin up / spin down): 1.98 / -2.27 eV

---

The following is a DFT calculation (the ωB97M-V functional and the def2-TZVPD basis) of a molecular structure, CHBrI2.

Structure (XYZ):
```
5
CHBrI2, DFT the ωB97M-V functional and the def2-TZVPD basis
C 0.944 -1.956 0.580
Br 1.853 -2.358 -1.079
I -0.624 -3.172 0.928
I 2.249 -1.436 2.298
H 0.042 0.265 -0.530
```

Results
relative energy (zero: lowest compared OMol25 entry of this formula, charge and spin): 4.068 eV
E: -3207.9204 hartree
maximum force: 0.03723 hartree/bohr
HOMO level (spin up / spin down): -8.61 / -9.74 eV

---

Question: The lowest maximum force belongs to which entry?
Answer: C5H10O

---

Question: What is the maximum force in the fifth record?
Answer: 0.05045 hartree/bohr

---

Question: What is the formula in the eighth record?
Answer: C2H11N2O

---

Question: Which value of maximum force does entry 5 give?
Answer: 0.05045 hartree/bohr